Computed, not measured: 11 unconnected molecules or ions with the total composition C17H56N10O17 in a non-equilibrium geometry, with ωB97M-V/def2-TZVPD.

Results
Energy relative to the best compared isomer or geometry (same formula, charge and spin) ... 96.2 kcal/mol
HOMO energy ... -8.9 eV
SMILES ... NC(N)=O.NC(N)=O.NC(N)=O.NC(N)=O.NC(N)=O.OCCO.OCCO.OCCO.OCCO.OCCO.OCCO
E_tot ... -2507.9290 Eh
Gap between HOMO and LUMO ... 8.7 eV

```
100
C17H56N10O17 (ωB97M-V/def2-TZVPD)
O 2.17721 -2.04999 -1.64363
O -2.78151 6.52394 -1.12348
O -0.94432 -3.04568 1.66532
O -1.70466 -4.39568 -0.66865
O -6.83940 0.49083 1.25158
O -4.00766 -0.05690 -0.57131
O 2.83660 -2.78362 1.17385
O 5.23005 -2.58283 -0.67509
O -0.24906 -0.31098 -3.70726
O 3.53767 -0.00688 1.52551
O -0.46700 1.53721 -0.81417
O 0.11855 -1.12482 3.49323
O 3.01748 2.43566 -1.95298
O 4.78352 4.16282 -0.82630
O -1.18092 3.79845 1.10118
O -0.80991 -3.78144 4.70465
O -2.32984 1.48489 -2.94276
N -5.11976 1.99271 1.16205
N 1.54569 -4.14608 -1.37921
N 0.94084 1.38184 -3.14046
N 4.65822 -0.78031 -1.61564
N -1.23740 0.24825 0.81935
N 6.74288 -1.39534 -1.79930
N 0.76700 -0.11600 0.16109
N 0.16286 -2.88792 -2.38733
N 1.55208 0.20917 -4.93626
N -6.52286 2.03409 2.85691
C -6.21415 1.48225 1.73246
C 2.56747 3.37210 -0.94119
C 3.62229 -2.45165 2.21137
C 3.49562 4.63438 -0.97713
C 0.75921 0.38114 -3.87945
C 0.01051 -1.50557 4.92242
C -2.26357 -2.85954 1.18998
C -1.17979 -2.42934 5.08473
C -2.40338 5.69232 0.04560
C 1.32398 -2.92505 -1.77090
C -3.32793 -0.42902 -1.81814
C -0.34162 0.61105 -0.00310
C -2.55766 -4.16660 0.43552
C 3.70002 -0.96655 2.55790
C -1.55306 4.40647 -0.14437
C -3.49020 0.79613 -2.74734
C 5.59274 -1.61642 -1.28202
H 4.69867 -0.81713 2.96835
H 0.78780 -0.74616 0.95012
H -4.35037 2.29361 1.74307
H -1.06110 -0.37582 1.59365
H -3.67248 -1.36879 -2.24970
H -1.17863 -3.91940 3.82907
H -0.14460 -1.79412 2.85730
H -0.67537 -3.41834 0.82248
H -2.07375 7.00294 -1.56079
H -0.13197 -1.93779 -2.56179
H 3.22238 5.20309 -0.08830
H -4.22223 1.49137 -2.33642
H 0.24062 1.65509 -2.46582
H 4.88171 4.26967 0.12266
H -4.34025 -0.91034 -0.28389
H 3.29084 -2.62730 0.34269
H -3.53831 -4.26196 -0.03067
H 1.55618 3.71883 -1.15373
H 0.14776 -0.55685 5.44127
H -2.00473 -5.23479 -1.02564
H 4.58283 -2.92501 2.00788
H 7.28577 -2.24136 -1.89740
H 4.83814 0.03945 -2.17754
H 2.17935 -4.47687 -0.66566
H 6.88918 -0.53684 -2.31084
H -1.94028 6.35393 0.77766
H 3.01128 -0.69939 3.35938
H 1.45143 -0.06676 -0.58001
H -2.59789 -5.01671 1.11656
H -2.29157 -0.72656 -1.65836
H 2.18740 0.90408 -5.30176
H -1.39220 -2.44100 6.15376
H 3.68432 -1.01237 -1.48243
H 0.84937 -4.78782 -1.73050
H -2.13030 3.59791 -0.59284
H 3.31360 5.27452 -1.84036
H 2.55940 2.90614 0.04416
H -1.95477 1.63129 -2.07127
H -7.42495 1.76800 3.22501
H 0.91138 -2.04072 5.22268
H -0.99069 2.88123 0.89116
H 3.97424 2.41695 -2.02958
H -4.84109 1.31067 0.47121
H -2.18182 0.34671 0.47514
H -3.80564 0.55016 -3.76129
H -0.72638 4.57895 -0.83354
H 2.78960 -0.31422 1.00828
H -0.57979 -3.51273 -2.10773
H -2.13647 -2.17537 4.62825
H 3.24599 -2.93018 3.11554
H 1.75422 1.97554 -3.21809
H -2.38829 -2.09173 0.42643
H -3.27678 5.35909 0.60615
H -6.03969 2.91160 2.98594
H 1.14041 -0.51167 -5.51161
H -2.99831 -2.82626 1.99444
```

Computed, not measured: a gas-phase ion, C10H22NO3 (charge +1) in a non-equilibrium geometry, with ωB97M-V/def2-TZVPD.

Results
Energy relative to the best compared isomer or geometry (same formula, charge and spin) ... 39.4 kcal/mol
HOMO energy ... -13.2 eV
SMILES ... CC(=O)OCCCCCC[NH2+]CCO
Total charge ... +1
E_tot ... -674.3544 Eh
Gap between HOMO and LUMO ... 10.1 eV

```
36
C10H22NO3 (ωB97M-V/def2-TZVPD)
O -2.26108 3.23000 -2.43418
O 2.57435 -2.01067 0.54099
O 3.35941 -1.13106 -1.46891
N -1.74018 1.55277 0.13659
C -0.69282 1.92798 -0.87982
C -0.40762 -1.44618 1.50555
C -0.78034 -2.17241 0.12035
C 1.78274 -2.98967 -0.18700
C -1.10631 3.34090 -1.54544
C 0.45515 -2.42221 -0.87657
C 2.92774 0.54909 0.36806
C 2.98935 -0.93130 -0.27889
C -1.20643 1.08541 1.47094
C -1.64042 -0.42256 1.84636
H -0.34912 -2.22058 2.34615
H 2.47790 1.29078 -0.38853
H -1.41054 4.12721 -0.75359
H 0.10822 -3.23630 -1.62166
H -1.67219 1.75505 2.29091
H -1.50382 -1.45728 -0.43585
H -1.92966 -0.54673 2.95195
H 2.24589 0.57912 1.30054
H 0.59695 -1.47512 -1.49474
H 2.44483 -3.46586 -0.99666
H -0.25020 3.79702 -2.14489
H -2.39743 0.86466 -0.26968
H -1.40419 -3.12805 0.29991
H 0.35441 2.07998 -0.44778
H -0.07977 1.27269 1.53709
H -1.97922 2.56991 -3.11473
H 3.97693 0.84621 0.71455
H -0.63082 1.10700 -1.66813
H -2.59568 -0.69368 1.25440
H -2.30037 2.41151 0.31573
H 0.52443 -0.79289 1.46664
H 1.51989 -3.84474 0.54035
```

Computed, not measured: a molecular structure, BrF4NP2S in a non-equilibrium geometry, with ωB97M-V/def2-TZVPD.

Results
Expectation value of S² ... 2.009
2S+1 ... 3
Energy relative to the best compared isomer or geometry (same formula, charge and spin) ... 13.1 kcal/mol
HOMO energy (spin up / spin down) ... -7.9 / -10.6 eV
E_tot ... -4109.1292 Eh
Gap between HOMO and LUMO (spin up / spin down) ... 7.2 / 7.4 eV

```
9
BrF4NP2S (ωB97M-V/def2-TZVPD)
Br 1.86919 -1.18905 0.51903
S -0.45897 1.51997 1.04457
P 1.06617 0.78175 0.17693
P -1.29112 -0.66612 -0.28753
F -2.81886 -0.29979 0.23085
F -0.90597 -1.50844 0.99161
F 1.20810 0.86094 -1.37473
F 2.33355 1.69466 0.34347
N -1.00209 -1.19392 -1.64420
```

Computed, not measured: 11 unconnected molecules or ions with the total composition C23H42BN11OP in a non-equilibrium geometry, with ωB97M-V/def2-TZVPD.

Results
Energy relative to the best compared isomer or geometry (same formula, charge and spin) ... 0.0 kcal/mol
HOMO energy ... -2.5 eV
Total charge ... -1
E_tot ... -1945.2129 Eh
Gap between HOMO and LUMO ... 4.4 eV

```
79
C23H42BN11OP (ωB97M-V/def2-TZVPD)
P -0.88337 0.43248 0.01293
O -1.01613 -0.79357 1.20734
N -5.24470 -1.97744 3.21882
N 4.02467 -5.73602 -1.58281
N 3.40600 -0.53940 -2.13354
N 0.02007 1.16783 4.87743
N 7.05421 -0.65228 -5.74547
N -4.80040 3.41347 5.60759
N -5.15415 6.44247 9.82475
N 0.48223 -2.88774 -9.62567
N -1.41446 1.63234 3.10885
N 2.91743 -1.16045 -7.46011
N 0.32964 -2.99340 -4.59949
C -3.32490 -1.00010 4.68923
C -0.23281 -2.60220 -8.77273
C 2.52695 -0.69948 -8.43587
C -1.13532 -2.22739 -7.68739
C 3.58172 -0.60323 -3.26685
C -4.35796 4.16494 6.35386
C 0.53321 -0.18264 -1.04061
C 1.52248 0.12762 6.74643
C 3.74271 -0.77526 -4.70650
C 6.14589 0.41745 -7.94171
C -2.14869 2.44358 4.08364
C 0.99812 -3.36930 -3.74402
C 1.92745 -0.10409 -9.61983
C -0.35464 2.34195 2.38914
C 3.45344 -6.35571 -0.80400
C -3.79599 5.12105 7.30392
C -6.16957 5.93026 9.66812
C -4.39637 -1.54609 3.86199
C -7.45270 5.26824 9.45387
C 2.71748 -7.13584 0.18611
C 6.66160 -0.18195 -6.71586
C 0.67687 0.70892 5.70435
C 1.86673 -3.84744 -2.66776
B -0.29433 2.14744 0.74895
H 2.64099 -4.48753 -3.08028
H 3.76545 -1.83337 -4.95343
H 5.28565 1.04335 -7.71017
H -8.26113 5.90716 9.80419
H -3.39187 4.59414 8.16571
H -4.56806 5.80285 7.63767
H 1.64879 -6.96151 0.07382
H 1.95606 0.91914 7.35594
H -2.99841 5.69077 6.82965
H 2.33454 -3.00109 -2.16398
H 0.27305 -0.08358 -2.09723
H -3.11395 2.70017 3.62110
H -1.85461 -1.21448 1.00448
H -7.47834 4.32760 10.00052
H -2.12568 -2.63954 -7.87210
H -0.48307 3.42639 2.56463
H 4.66422 -0.31377 -5.04728
H -2.72252 -0.29328 4.11086
H -2.40754 1.84179 4.97070
H -0.75429 -2.61311 -6.73974
H -7.59087 5.06632 8.39263
H 2.90252 -0.31501 -5.21568
H -2.68292 -1.80789 5.03662
H 0.61953 -1.25892 -0.83055
H 2.92245 -8.19586 0.04832
H 1.28500 -4.41460 -1.94374
H 6.91767 1.02709 -8.40872
H 3.02166 -6.84039 1.18838
H -1.63792 3.35936 4.38582
H 1.47350 0.29754 -0.77390
H -0.90075 3.06815 0.21739
H 1.56715 -0.89261 -10.27564
H 0.93238 -0.52806 7.38539
H 5.83907 -0.36559 -8.63260
H 0.88062 2.29615 0.41719
H 2.32638 -0.45068 6.29348
H -3.74868 -0.48595 5.55047
H 2.64251 0.51395 -10.16139
H 0.64294 2.11800 2.79864
H -2.11296 1.23355 2.49666
H -1.20623 -1.14296 -7.62336
H 1.08534 0.51727 -9.31761
```